Entry 1:
{
  "formula": "C16H20IN2O3PtS",
  "method": "ωB97M-V with the def2-TZVPD basis set",
  "species": ["Pt", "I", "S", "O", "O", "O", "N", "N", "C", "C", "C", "C", "C", "C", "C", "C", "C", "C", "C", "C", "C", "C", "C", "C", "H", "H", "H", "H", "H", "H", "H", "H", "H", "H", "H", "H", "H", "H", "H", "H", "H", "H", "H", "H"],
  "coordinates": [[-0.1720, -0.4610, 0.1541], [-4.4562, -0.8239, -4.4118], [7.1952, 1.0489, 5.2291], [0.6965, -2.2850, -1.2602], [7.6589, -1.6268, 5.0249], [-1.6339, -1.7590, 1.6819], [-2.4078, 1.1902, -1.3019], [-1.7293, 0.0320, -1.2396], [3.9126, -0.5959, 3.5493], [5.0067, 1.9231, 3.9585], [3.8604, 1.8095, 3.2159], [9.6822, -0.2705, 5.1256], [3.3041, 0.5367, 2.9588], [5.6688, 0.7766, 4.4613], [-3.2610, -0.0950, -2.8550], [8.2837, -0.6466, 5.0961], [2.0032, -3.5176, -2.8948], [1.3028, 0.0719, 1.3245], [5.0604, -0.4833, 4.2893], [-2.2225, -0.7618, -2.1772], [-3.3408, 1.1612, -2.2535], [2.2098, 0.3530, 2.1076], [1.5822, -2.1556, -2.3773], [-1.7656, -1.2861, 3.0207], [5.4304, 2.8971, 4.1525], [-1.8636, -2.1369, 3.7027], [3.3870, 2.6946, 2.8199], [-0.8570, -0.7357, 3.2561], [-2.4458, -2.2304, 1.4486], [5.4877, -1.3653, 4.7443], [2.4688, -1.5811, -2.0783], [1.1407, -4.0592, -3.2811], [-1.8484, -1.7558, -2.3460], [1.0420, -1.5839, -3.1367], [2.4694, -4.1199, -2.1135], [9.9464, 0.1955, 6.0809], [-2.2051, 1.9585, -0.6702], [9.9147, 0.4570, 4.3431], [-2.6340, -0.6334, 3.1404], [2.7236, -3.3952, -3.7005], [-3.9861, 1.9898, -2.4797], [10.2944, -1.1677, 4.9937], [3.4633, -1.5642, 3.3953], [1.0218, -3.0154, -0.7093]],
  "atomic_forces_ev_per_a": [[-0.576, 1.527, -0.339], [0.436, 0.247, 0.520], [-2.013, 0.689, -1.111], [-0.816, 0.503, 1.234], [0.527, 0.087, -0.083], [0.600, 0.415, -0.791], [0.196, 0.612, 0.949], [1.077, -1.401, 0.544], [1.422, -1.130, 1.128], [-1.565, 1.305, -0.858], [1.313, 1.346, 0.818], [1.076, 0.216, -0.008], [-1.675, 0.019, -1.574], [2.774, 0.206, 1.373], [-0.128, -0.148, -0.221], [-1.146, -1.158, 0.225], [-0.441, 0.103, 0.049], [-0.840, -1.955, -0.441], [-1.386, -1.731, -0.715], [-1.185, 0.338, -0.906], [0.015, -1.035, -0.667], [1.769, 0.370, 1.379], [1.017, 0.277, -0.857], [-0.135, 0.093, 0.897], [0.031, 0.127, -0.039], [0.051, 0.142, -0.108], [-0.021, 0.064, -0.058], [-0.064, -0.039, 0.064], [0.108, 0.109, -0.361], [0.001, 0.038, -0.089], [-0.207, -0.026, -0.005], [0.039, -0.061, -0.037], [0.090, -0.081, 0.097], [0.030, -0.090, 0.139], [0.086, 0.024, 0.046], [-0.175, -0.008, 0.031], [-0.042, -0.252, -0.197], [-0.063, -0.032, -0.025], [0.122, -0.023, -0.093], [0.034, 0.017, -0.029], [-0.007, 0.188, 0.096], [-0.148, 0.059, -0.027], [-0.031, -0.113, 0.059], [-0.151, 0.165, -0.008]],
  "mulliken_charge": [0.68, 0.27, -0.03, -0.43, -0.31, -0.42, -0.08, -0.31, -0.54, -0.50, -0.76, -1.16, 0.86, 0.71, -0.61, 0.83, -1.25, -2.14, -0.48, -0.15, -0.07, 2.08, -0.15, -0.43, 0.48, 0.28, 0.50, 0.10, 0.29, 0.57, 0.24, 0.34, 0.55, 0.32, 0.40, 0.40, 0.25, 0.41, 0.31, 0.36, 0.49, 0.34, 0.51, 0.28],
  "homo_ev": [-15.520, -15.520],
  "gap_ev": [2.21, 2.21],
  "lumo_ev": [-13.310, -13.307],
  "charge": 3
}

---

Entry 2:
{
  "formula": "C4H12N2O2",
  "method": "ωB97M-V with the def2-TZVPD basis set",
  "species": ["O", "O", "N", "N", "C", "C", "C", "C", "H", "H", "H", "H", "H", "H", "H", "H", "H", "H", "H", "H"],
  "coordinates": [[1.0429, 1.5247, 2.5610], [0.1255, -3.2829, 1.0643], [0.7198, 0.7271, -0.1258], [-1.5489, -1.4862, -0.5822], [0.8231, 2.3794, 1.7400], [-0.5010, -0.9107, -1.4465], [-0.3817, 0.5657, -1.1385], [0.8547, 2.1415, 0.2566], [0.4622, -1.4398, -1.4537], [0.1432, 2.7974, -0.2234], [-1.9902, -2.2537, -1.0873], [-1.3571, 0.8745, -0.7544], [0.5141, 0.1705, 0.6982], [-0.8200, -0.9389, -2.5105], [-1.1427, -2.0524, 0.1714], [-0.0838, -3.0788, 1.9887], [0.9469, -2.7472, 0.9876], [1.8113, 2.4472, -0.1800], [-0.1469, 1.1730, -2.0174], [0.5288, 3.3896, 2.0519]],
  "atomic_forces_ev_per_a": [[-0.082, 0.040, -0.132], [1.095, 0.857, 0.744], [-1.091, 0.766, -0.649], [0.145, -1.273, -0.104], [0.032, -0.303, -0.094], [-0.879, 0.126, -1.278], [1.371, -0.353, 1.097], [0.739, -0.940, -0.234], [-0.057, 0.243, 0.374], [-0.630, 0.095, -0.084], [-0.248, 0.369, -0.239], [-0.006, 0.199, 0.023], [-0.123, 0.137, 0.018], [-0.178, -0.360, 0.573], [0.208, 0.693, -0.179], [-0.327, -0.372, -0.110], [-0.556, -0.603, -0.400], [0.231, 0.498, 0.474], [0.214, -0.136, 0.085], [0.145, 0.318, 0.115]],
  "mulliken_charge": [-0.49, -0.69, -0.35, -0.70, 0.14, -0.38, -0.68, -0.59, 0.25, 0.31, 0.24, 0.35, 0.22, 0.37, 0.27, 0.34, 0.33, 0.31, 0.42, 0.33],
  "homo_ev": -8.991,
  "gap_ev": 9.70,
  "smiles": "NCCNCC=O.O",
  "lumo_ev": 0.708
}

---

Entry 3:
{
  "formula": "C51H66BBrF4HgN3P3",
  "method": "ωB97M-V with the def2-TZVPD basis set",
  "species": ["Hg", "Br", "P", "P", "P", "F", "F", "F", "F", "N", "N", "N", "C", "C", "C", "C", "C", "C", "C", "C", "C", "C", "C", "C", "C", "C", "C", "C", "C", "C", "C", "C", "C", "C", "C", "C", "C", "C", "C", "C", "C", "C", "C", "C", "C", "C", "C", "C", "C", "C", "C", "C", "C", "C", "C", "C", "C", "C", "C", "C", "C", "C", "C", "B", "H", "H", "H", "H", "H", "H", "H", "H", "H", "H", "H", "H", "H", "H", "H", "H", "H", "H", "H", "H", "H", "H", "H", "H", "H", "H", "H", "H", "H", "H", "H", "H", "H", "H", "H", "H", "H", "H", "H", "H", "H", "H", "H", "H", "H", "H", "H", "H", "H", "H", "H", "H", "H", "H", "H", "H", "H", "H", "H", "H", "H", "H", "H", "H", "H", "H"],
  "coordinates": [[0.1627, -0.0210, -0.0976], [-3.1551, -2.6990, -0.5733], [-0.8876, -0.7730, 3.1875], [-2.7216, 0.5290, -0.6268], [3.0430, -0.8942, -1.5928], [-6.0198, -3.3489, -0.0017], [-8.1267, -1.7312, 0.5750], [-5.3072, 2.0301, 0.6069], [-7.6874, 0.9448, 0.9450], [-0.1392, 3.3858, -3.6756], [0.4506, -2.7969, 1.7044], [1.6379, -2.9018, -0.2587], [5.1547, 0.3582, -0.3900], [-0.1002, 2.5393, -2.4967], [0.9025, 2.0193, -0.2711], [1.9849, -6.1568, 2.2808], [1.8844, 4.6455, 0.0176], [-5.4197, 0.6983, 0.3969], [-5.7996, -2.0267, 0.1130], [-2.2764, -0.2243, -4.6237], [0.6684, 2.9781, -1.2587], [2.6395, -5.1871, 0.1604], [-2.0655, -0.0663, -3.2586], [3.8944, 0.6125, -3.7305], [-4.5555, -1.4974, -0.1046], [2.1629, 3.6931, 0.9872], [3.9881, -1.8604, -4.1981], [-4.2671, -0.0734, 0.0436], [1.1326, 4.2800, -1.0981], [1.6562, 2.4028, 0.8373], [-3.1393, 3.3802, -0.8741], [-2.4884, -1.3958, 5.5650], [1.7885, -0.6906, -3.9858], [-2.9826, 0.6100, -2.4552], [-3.2812, 0.3393, 3.9424], [0.2567, 1.2358, 4.6727], [-2.6492, 2.3091, -0.1284], [1.8695, -4.0729, 0.4564], [-0.3783, -2.5435, 2.8907], [1.1395, 3.6527, -4.2975], [0.4624, -0.2617, 4.4006], [-4.1638, 1.0607, -3.0472], [-3.4328, 0.2744, -5.2068], [2.3556, -2.6304, -1.5041], [5.8390, -1.7483, -1.5655], [4.7291, -1.0700, -0.7662], [-3.3663, -2.0495, 3.3192], [1.1468, -4.0044, 1.6608], [2.6905, -6.2301, 1.0869], [-2.1704, 4.9554, 0.6748], [-2.9107, 4.6902, -0.4704], [-6.6525, 0.1601, 0.5859], [4.5102, -1.8468, 0.5397], [-1.6747, 3.9011, 1.4274], [-1.9114, 2.5920, 1.0217], [-2.5440, -1.0015, 4.0882], [-4.3782, 0.9113, -4.4120], [3.2373, -0.7459, -3.4599], [1.7695, -0.4527, 3.6044], [-6.8785, -1.2209, 0.4480], [1.1981, -5.0429, 2.5774], [0.6020, -1.0028, 5.7318], [-1.0708, 4.4929, -3.6605], [0.6878, -2.0760, 0.4712], [2.2475, 5.6627, 0.1196], [-5.2898, 1.2937, -4.8574], [5.5371, -2.7345, -1.9297], [5.0677, -1.7545, -4.1027], [2.5616, 0.1707, 4.0357], [-2.0512, 4.1259, -3.3507], [-1.2842, -3.1417, 2.8219], [2.7578, 3.9473, 1.8596], [-1.0839, 4.0937, 2.3175], [-1.1616, 4.8912, -4.6750], [1.0797, 1.6266, 5.2834], [5.4204, -1.7865, 1.1484], [-1.9782, 5.9798, 0.9750], [1.6842, -2.7569, -2.3511], [-0.8032, 5.3289, -2.9963], [-3.7107, 3.1966, -1.7747], [-3.6090, 0.1486, -6.2689], [-4.9297, 1.5231, -2.4322], [3.3498, 1.4148, -3.2212], [6.0851, 0.3279, 0.1905], [-3.5475, 0.5128, 2.8975], [-2.6803, 1.1887, 4.2829], [3.1712, -3.3441, -1.6090], [1.8696, 1.6840, 1.6212], [3.7045, -2.8535, -3.8383], [0.1863, -2.8916, 3.7578], [1.8158, 4.2971, -3.7174], [-2.1883, -0.5573, 6.1980], [0.3160, 1.5798, -2.8141], [1.6455, -0.1695, 2.5559], [3.7439, -1.8116, -5.2660], [4.9315, 0.6313, -3.3845], [-0.6790, 1.4144, 5.2117], [6.1520, -1.1405, -2.4166], [4.2975, -2.9029, 0.3657], [-3.2123, -1.9693, 2.2409], [-3.1242, -3.0684, 3.6351], [-1.5134, 1.7727, 1.6047], [1.7649, -0.2194, -4.9748], [0.9714, 4.1288, -5.2673], [0.6427, -5.0049, 3.5060], [-1.8082, -2.2337, 5.7422], [-3.4905, -1.7082, 5.8822], [-1.1720, -0.4785, -2.7982], [-3.3099, 5.5106, -1.0578], [1.3488, -1.6861, -4.0784], [1.1511, -0.1012, -3.3214], [2.1040, -1.4945, 3.6285], [-4.2095, 0.3194, 4.5260], [-0.1436, -0.6847, 6.4584], [0.9048, 5.0345, -1.8412], [1.6539, 2.7021, -4.4698], [5.3224, 0.9823, -1.2715], [4.3840, 0.8432, 0.2149], [-1.5389, -0.7374, -5.2316], [-4.4305, -1.8815, 3.5164], [6.7136, -1.8841, -0.9177], [3.8957, 0.8212, -4.8067], [0.2236, 1.8027, 3.7365], [0.5348, -2.0883, 5.6191], [-1.1320, 2.3377, -2.2068], [1.5898, -0.7788, 6.1536], [3.6835, -1.4243, 1.1212], [3.1908, -5.2634, -0.7690], [3.2842, -7.1093, 0.8662], [2.0492, -6.9706, 2.9925]],
  "atomic_forces_ev_per_a": [[0.390, -0.301, 0.147], [0.014, 0.013, 0.147], [-0.038, -0.298, -0.202], [-0.257, 0.502, 0.176], [-0.096, -0.179, 0.041], [-0.030, -0.094, -0.014], [-0.118, 0.012, -0.167], [0.069, 0.055, 0.073], [-0.123, 0.066, 0.163], [0.111, 0.107, 0.049], [-0.104, -0.106, 0.135], [0.114, -0.094, -0.026], [0.040, -0.011, -0.005], [-0.010, 0.205, -0.100], [-0.270, -0.198, 0.345], [0.027, 0.071, -0.044], [-0.090, -0.147, -0.025], [0.073, -0.110, -0.202], [0.092, 0.052, -0.068], [0.072, 0.032, 0.106], [-0.014, 0.059, -0.280], [0.015, -0.046, 0.052], [0.032, 0.069, -0.182], [0.019, -0.031, 0.014], [0.088, 0.310, -0.047], [-0.067, 0.009, -0.078], [-0.060, 0.071, -0.034], [0.262, -0.401, 0.003], [0.108, 0.101, 0.096], [0.145, 0.235, 0.035], [-0.006, 0.028, 0.117], [-0.039, -0.092, -0.040], [0.040, 0.030, 0.017], [-0.175, -0.332, -0.072], [0.034, 0.090, 0.003], [0.002, -0.024, -0.020], [0.154, -0.015, -0.039], [0.004, 0.054, -0.118], [0.154, 0.077, -0.316], [-0.153, -0.084, 0.023], [-0.010, 0.177, -0.093], [-0.047, 0.062, -0.115], [-0.002, -0.013, 0.047], [-0.123, 0.157, 0.329], [0.000, -0.012, 0.059], [-0.023, 0.096, 0.020], [0.062, 0.036, 0.042], [-0.118, 0.118, 0.076], [-0.004, 0.061, 0.002], [-0.026, -0.030, 0.031], [-0.011, -0.062, -0.042], [-0.019, 0.064, -0.169], [-0.042, 0.077, 0.021], [-0.073, -0.085, -0.004], [-0.172, 0.199, 0.020], [0.026, 0.071, -0.059], [-0.022, 0.085, 0.075], [-0.033, 0.009, 0.047], [-0.044, 0.010, 0.036], [0.052, -0.153, 0.380], [0.069, -0.074, 0.017], [0.108, 0.034, 0.024], [0.035, -0.107, -0.027], [-0.046, 0.361, 0.000], [-0.029, -0.040, 0.000], [0.000, -0.045, 0.025], [0.041, 0.053, 0.017], [-0.049, -0.053, -0.014], [-0.046, -0.063, 0.016], [0.039, 0.034, -0.009], [0.009, -0.085, 0.009], [-0.033, 0.003, -0.045], [-0.028, -0.028, -0.069], [-0.016, -0.003, 0.007], [-0.049, -0.030, -0.038], [-0.055, 0.018, -0.045], [-0.006, -0.048, -0.015], [0.002, -0.087, -0.119], [0.000, -0.011, 0.006], [0.041, 0.027, 0.020], [0.016, 0.019, 0.032], [0.005, -0.057, -0.026], [0.053, -0.037, -0.051], [-0.047, 0.004, -0.055], [0.030, 0.037, -0.033], [-0.070, -0.062, 0.008], [-0.009, -0.120, -0.037], [0.009, 0.006, 0.028], [0.006, 0.051, -0.073], [-0.048, -0.059, 0.059], [0.007, 0.010, 0.001], [-0.004, -0.075, -0.038], [0.008, -0.006, 0.087], [0.058, -0.014, 0.045], [0.032, -0.016, 0.046], [-0.057, 0.014, -0.051], [0.093, 0.009, -0.020], [-0.008, -0.051, 0.037], [0.001, 0.031, 0.022], [-0.087, -0.009, 0.004], [-0.042, 0.066, -0.042], [0.071, -0.080, 0.058], [0.026, -0.059, 0.036], [0.021, -0.030, -0.001], [-0.011, 0.013, -0.046], [-0.103, 0.054, 0.018], [0.047, 0.060, 0.000], [-0.008, -0.026, -0.022], [0.032, -0.043, 0.000], [0.013, 0.051, -0.019], [0.022, -0.046, -0.085], [-0.040, 0.061, -0.039], [0.072, -0.019, -0.026], [0.060, -0.042, -0.030], [0.052, -0.065, -0.002], [0.007, 0.054, 0.000], [0.005, -0.027, 0.072], [0.041, -0.004, -0.033], [-0.020, -0.002, 0.040], [0.062, -0.016, -0.017], [-0.030, -0.009, -0.047], [-0.009, -0.005, 0.051], [0.014, -0.017, 0.068], [0.035, 0.070, 0.023], [0.036, 0.019, -0.028], [-0.061, -0.024, -0.014], [0.045, -0.067, -0.022], [-0.036, 0.004, 0.013], [-0.006, 0.039, 0.007], [-0.048, 0.000, -0.022]],
  "mulliken_charge": [2.09, -0.17, 0.69, 0.08, 0.96, -0.39, -0.37, -0.40, -0.37, 0.11, 0.17, 0.06, -1.62, 1.27, -0.87, -1.00, -1.10, -0.31, 0.74, -0.43, 2.72, -0.83, -0.22, -2.02, -1.08, -1.39, -1.85, 1.16, -0.64, 0.68, -0.12, -1.96, -2.17, 0.73, -1.54, -1.82, 0.55, 0.19, -1.72, -0.77, 1.77, -0.83, -0.76, -1.60, -1.98, 2.11, -2.35, 0.58, -0.86, -0.91, -0.67, 0.65, -2.07, -0.45, 0.06, 2.52, -0.86, 2.25, -1.48, 0.18, -0.34, -1.89, -0.76, 0.43, 0.34, 0.41, 0.30, 0.33, 0.86, 0.07, 0.87, 0.44, 0.45, 0.44, 0.55, 0.66, 0.35, 0.54, 0.20, 0.40, 0.37, 0.41, 0.25, 0.51, 0.06, 0.25, 0.09, 0.46, 0.22, 0.14, 0.29, 0.27, -1.18, -0.60, 0.55, 0.33, 0.27, 0.29, 0.32, 0.38, 0.41, -0.19, 0.68, 0.42, 0.50, 0.29, 0.54, -0.01, 0.46, 0.37, 0.07, 0.20, 0.61, 0.38, 0.18, 0.05, 0.27, 0.16, 0.45, 0.60, 0.50, 0.53, 0.27, 0.18, -1.40, 0.48, 0.14, 0.44, 0.40, 0.38],
  "homo_ev": [-1.640, -4.982],
  "s_squared": 0.765,
  "gap_ev": [3.87, 7.21],
  "multiplicity": 2,
  "lumo_ev": [2.230, 2.229],
  "charge": -1
}